No. 1
DFT (wB97M-V/def2-TZVPD) results for 2 unconnected molecules or ions with the total composition C15H28BBrF9INO7P3S in a non-equilibrium geometry.

As for the total charge: 0. The calculation puts the orbital gap at 0.14997 Eh.

Last column: Löwdin charge in e.
CARTESIAN COORDINATES (ANGSTROEM)
1 H 0.06 -2.96 -2.88  0.13
2 C -3.36 3.49 -1.05  0.05
3 I -0.21 1.46 1.66  0.49
4 C 3.33 -0.67 -3.21  -0.10
5 H -1.52 -0.06 -6.30  0.08
6 C -1.96 3.55 -1.57  -0.45
7 H -0.32 5.51 -0.83  0.13
8 H 4.43 -0.76 -0.62  0.11
9 Br -4.22 -1.97 -2.42  0.22
10 C 0.47 -1.46 5.87  -0.10
11 F 2.52 1.64 4.65  0.00
12 H -2.00 6.16 -0.95  0.11
13 H -0.68 4.28 -2.81  0.20
14 C -0.96 -1.32 -1.39  -0.56
15 C 0.94 0.09 5.90  -0.06
16 N -1.51 4.65 -2.34  0.07
17 F 0.69 0.57 7.32  0.01
18 H -0.33 -3.35 1.51  0.12
19 H -0.95 -1.58 1.69  0.05
20 F 3.17 0.93 6.83  0.03
21 H 3.73 -1.79 -3.35  0.12
22 O 3.90 -1.61 -0.75  -0.16
23 H 2.86 -3.97 0.05  -0.07
24 C -1.21 -0.75 -4.09  -0.27
25 H 1.06 -3.45 3.39  0.13
26 F -0.58 -1.59 6.96  0.01
27 H -2.82 0.68 -5.06  0.07
28 F 1.51 -2.46 6.26  0.03
29 P 1.87 0.18 1.18  0.51
30 O -2.89 -2.86 0.37  -0.41
31 P 1.17 -1.71 0.34  0.18
32 H 1.68 -1.67 3.39  0.07
33 H 4.12 0.05 -2.74  0.10
34 S 2.81 -2.96 1.06  0.56
35 C -1.17 -0.18 -2.55  -0.22
36 H -1.11 -3.54 -1.48  0.11
37 F 3.33 -0.58 4.99  0.06
38 C -0.26 -2.76 -1.77  -0.14
39 F -0.84 -3.35 4.91  -0.03
40 H -0.14 -1.14 -4.43  0.12
41 H 2.22 2.00 -0.14  0.03
42 C -1.12 5.82 -1.51  0.04
43 H -3.58 4.39 -0.46  0.10
44 F 0.11 1.03 5.07  -0.03
45 B 2.47 -1.29 -1.06  -0.69
46 H -1.06 1.35 -5.01  0.06
47 H -2.24 4.93 -2.99  0.20
48 H -0.28 0.61 -2.51  0.12
49 C -0.28 -2.00 4.52  -0.17
50 C 0.01 -2.24 1.77  -0.31
51 H -3.47 2.61 -0.41  0.11
52 O 2.12 -0.68 -2.35  -0.11
53 P -2.78 -1.49 -0.72  0.63
54 H -0.77 6.60 -2.18  0.11
55 H -4.06 3.42 -1.89  0.11
56 H -3.17 -3.67 -0.18  0.05
57 H 2.96 -0.34 -4.28  0.10
58 F -1.51 -1.21 4.15  -0.03
59 O 2.75 1.15 -0.01  -0.45
60 C -1.68 0.39 -5.21  -0.15
61 O -1.11 2.70 -1.46  0.09
62 H -1.94 -1.66 -4.24  0.07
63 C 2.49 0.45 5.59  -0.14
64 H -2.16 0.47 -2.37  0.08
65 O -0.11 -0.69 -0.34  -0.56
66 C 0.71 -2.31 3.25  -0.17
67 O 0.80 -3.06 -0.75  -0.41


No. 2
DFT (wB97M-V/def2-TZVPD) results for a molecular structure, C15H28BFN6PbSeSi in a non-equilibrium geometry.

As for the total charge: +2. The calculation puts the orbital gap (spin up / spin down) at 0.20227 / 0.13283 Eh.

Last column: Löwdin charge in e.
CARTESIAN COORDINATES (ANGSTROEM)
1 C 1.38 0.18 1.98  -0.19
2 B 0.10 -4.65 -0.12  -0.39
3 N -0.03 2.60 -0.35  -0.18
4 C -6.38 0.43 0.44  0.05
5 H -7.29 0.62 0.98  0.16
6 Se -2.42 -0.16 0.51  0.96
7 H 3.91 2.66 -1.32  0.03
8 H 5.15 1.76 -0.46  0.03
9 H 5.15 -1.52 -2.23  0.04
10 C 4.53 1.76 -1.35  -0.14
11 H -5.02 -0.32 -3.12  0.12
12 H 3.05 0.14 4.90  0.13
13 H 4.96 0.13 3.32  0.13
14 H -4.36 -0.55 2.76  0.10
15 H 0.09 -5.21 -1.17  0.03
16 H -1.76 2.51 0.64  0.02
17 Si 3.47 0.18 -1.52  0.47
18 C 2.43 0.17 1.02  -0.29
19 H 5.18 1.85 -2.21  0.04
20 C 3.95 0.14 2.94  -0.02
21 H 5.16 -1.41 -0.49  0.03
22 H 1.08 -5.09 0.41  0.02
23 C 3.73 0.15 1.59  0.01
24 H -4.31 1.22 2.69  0.11
25 H 3.30 0.13 -3.99  0.05
26 H -3.63 -1.08 -2.32  0.11
27 H 1.91 -0.67 -3.32  0.01
28 H 0.62 2.70 0.43  0.09
29 C -4.24 0.07 0.09  -0.57
30 C 4.52 -1.41 -1.36  -0.13
31 F 0.09 0.20 1.53  -0.11
32 H -3.62 0.67 -2.66  0.11
33 N 2.18 0.21 -0.29  -0.09
34 C -4.24 -0.18 -2.37  0.01
35 H -0.73 -4.82 0.71  0.02
36 H -5.85 0.40 3.01  0.12
37 N 0.05 -2.04 -0.69  -0.09
38 C 2.88 0.15 3.84  0.00
39 H 3.88 -2.29 -1.29  0.04
40 C 2.57 0.19 -3.19  -0.21
41 H -6.90 0.33 -1.71  0.15
42 H 0.72 0.17 4.00  0.13
43 C 1.58 0.17 3.34  0.03
44 N -5.17 0.29 1.04  -0.11
45 H 4.57 0.14 0.92  0.08
46 C 0.10 -3.16 -0.42  -0.21
47 C -4.91 0.34 2.46  -0.01
48 N -4.86 0.06 -1.10  -0.10
49 H 2.00 1.10 -3.37  0.01
50 N -1.34 3.10 -0.07  -0.05
51 H 0.34 3.15 -1.13  0.09
52 H -1.31 4.06 0.28  0.09
53 C -6.19 0.29 -0.90  0.05
54 Pb -0.05 0.12 -1.31  1.20


No. 3
DFT (wB97M-V/def2-TZVPD) results for a single C15H28N2O molecule.

As for the total charge: 0. As for the SMILES: C[C@H]1CN(C2CC(C)(C)NC(C)(C)C2)CCC1=O. The calculation puts the orbital gap at 0.34095 Eh.

Last column: Löwdin charge in e.
CARTESIAN COORDINATES (ANGSTROEM)
1 C 2.56 1.25 -1.72  -0.04
2 H 3.78 2.59 0.27  0.08
3 C -3.51 0.27 1.74  -0.08
4 H 2.65 -2.98 -0.76  0.08
5 C 0.72 -1.17 -0.05  -0.08
6 N 2.65 0.19 0.55  0.04
7 H 2.28 3.45 -0.09  0.08
8 H 0.26 2.20 0.40  0.12
9 C 0.04 0.06 0.56  -0.30
10 C 2.70 2.56 0.39  -0.04
11 H -2.18 0.92 -1.15  0.14
12 H -4.06 0.94 2.40  0.12
13 H -3.42 -0.71 2.22  0.13
14 C 2.36 -1.88 1.72  -0.04
15 O -5.31 0.61 0.21  0.11
16 C 0.58 1.31 -0.14  -0.07
17 H 0.34 0.11 1.62  0.14
18 H 2.46 2.59 1.45  0.08
19 C -4.24 0.11 0.43  -0.38
20 C -4.19 -0.80 -1.91  -0.06
21 H 2.08 0.43 -2.25  0.07
22 N -1.41 -0.08 0.57  -0.13
23 H 0.63 -1.13 -1.13  0.11
24 H -3.63 -1.42 -2.61  0.08
25 H -1.49 -0.69 -1.42  0.12
26 H 2.07 -2.93 1.65  0.08
27 H -2.19 1.84 1.07  0.13
28 H 2.28 2.18 -2.21  0.08
29 C -3.47 -0.71 -0.57  -0.28
30 C -2.07 -0.09 -0.72  -0.15
31 H 1.74 -1.40 2.47  0.08
32 H 3.66 0.22 0.57  0.12
33 H -5.18 -1.22 -1.78  0.08
34 H 4.07 -2.01 -0.36  0.08
35 H 0.22 -2.07 0.30  0.13
36 H 0.16 1.36 -1.15  0.11
37 H 3.64 1.13 -1.80  0.08
38 C 3.03 -1.96 -0.67  -0.03
39 C 2.20 -1.18 0.36  -0.56
40 C -2.10 0.82 1.47  -0.18
41 H -4.31 0.20 -2.34  0.08
42 C 2.12 1.29 -0.24  -0.55
43 H 3.39 -1.83 2.05  0.08
44 H 2.98 -1.50 -1.65  0.06
45 H -3.34 -1.72 -0.15  0.15
46 H -1.54 0.87 2.41  0.13


No. 4
DFT (wB97M-V/def2-TZVPD) results for a single C15H28N2O2 molecule.

As for the total charge: 0. As for the SMILES: O=C(CCC1CCCC1)NCCCN1CCOCC1. The calculation puts the orbital gap at 0.33813 Eh.

Last column: Löwdin charge in e.
CARTESIAN COORDINATES (ANGSTROEM)
1 H -0.30 4.02 0.90  0.11
2 C -0.38 -0.35 0.38  -0.51
3 H -0.69 -4.18 -0.45  0.10
4 H -1.45 -1.00 -1.37  0.11
5 H -1.50 -3.07 -2.91  0.10
6 H 3.28 4.39 -0.17  0.13
7 C -2.07 -2.17 0.36  -0.16
8 H -0.22 -2.13 -0.76  0.12
9 H -3.51 -3.73 0.33  0.13
10 H 1.94 4.94 0.88  0.12
11 H -2.86 -1.47 0.62  0.11
12 O 4.60 3.13 1.84  -0.13
13 C 3.64 4.15 1.95  -0.20
14 C -0.36 3.11 0.31  -0.16
15 H -1.13 3.25 -0.45  0.11
16 H 2.52 0.86 0.52  0.10
17 H -1.86 -5.35 0.13  0.11
18 H 4.20 5.09 2.02  0.12
19 H 1.17 3.57 -1.15  0.12
20 C -1.93 -4.99 -2.02  -0.19
21 H -1.04 -5.43 -2.46  0.11
22 C 2.70 4.16 0.75  -0.17
23 C -3.31 -3.06 -1.72  -0.16
24 H 4.77 1.14 1.63  0.13
25 H 0.13 1.67 1.83  0.12
26 H -1.56 2.23 1.89  0.12
27 C 3.97 1.88 1.73  -0.19
28 H -4.30 -3.52 -1.81  0.11
29 C 1.00 2.84 -0.35  -0.20
30 N -1.13 0.77 0.48  0.06
31 H -1.61 -2.51 1.29  0.13
32 C 3.04 1.82 0.52  -0.16
33 H -3.43 -1.99 -1.88  0.10
34 H 0.97 1.85 -0.81  0.12
35 H -2.85 -3.90 -3.69  0.11
36 N 2.04 2.87 0.65  -0.18
37 H -1.98 0.84 -0.06  0.14
38 C -2.71 -3.38 -0.34  -0.31
39 H 3.63 1.93 -0.40  0.13
40 H 3.05 4.01 2.87  0.13
41 C -0.74 1.94 1.23  -0.18
42 C -2.36 -3.71 -2.73  -0.20
43 C -1.71 -4.54 -0.58  -0.16
44 C -1.01 -1.44 -0.47  -0.11
45 H 3.39 1.67 2.64  0.13
46 H -2.74 -5.72 -2.07  0.11
47 O 0.69 -0.49 0.95  0.05


No. 5
DFT (wB97M-V/def2-TZVPD) results for a single C15H28N2O2 molecule.

As for the total charge: 0. As for the SMILES: O=C(CC1CCCCC1)NCCCN1CCOCC1. The calculation puts the orbital gap at 0.33410 Eh.

Last column: Löwdin charge in e.
CARTESIAN COORDINATES (ANGSTROEM)
1 H 2.10 1.27 -0.84  0.11
2 N -0.33 1.08 0.17  0.06
3 H -6.60 0.62 -0.77  0.11
4 H 1.14 0.05 1.15  0.10
5 C -5.79 -0.98 0.43  -0.21
6 H -4.58 -2.32 1.61  0.11
7 H -2.06 -0.58 -2.09  0.13
8 C -0.68 0.01 -0.58  -0.51
9 H 4.00 2.52 0.66  0.11
10 H 1.81 2.80 -0.01  0.11
11 O 5.37 -1.80 -0.70  -0.13
12 C 5.86 -0.51 -0.99  -0.20
13 C -3.31 -1.25 0.24  -0.16
14 C -5.69 0.40 -0.21  -0.21
15 H -5.96 -1.73 -0.35  0.11
16 H -5.58 1.15 0.57  0.11
17 H -3.42 -2.00 -0.55  0.13
18 H -4.62 -0.25 -1.96  0.12
19 C 3.41 1.62 0.86  -0.20
20 C -3.19 0.14 -0.40  -0.34
21 H 4.44 -2.86 0.72  0.13
22 C 4.82 -1.84 0.59  -0.20
23 N 4.25 0.50 0.49  -0.18
24 H 3.24 1.56 1.94  0.12
25 H 5.61 -1.64 1.33  0.13
26 H -1.97 1.17 -1.85  0.12
27 C -4.51 -1.32 1.18  -0.20
28 H 2.88 -1.08 0.08  0.13
29 H 6.25 -0.55 -2.01  0.12
30 C 3.70 -0.81 0.76  -0.17
31 H -4.37 -0.61 2.00  0.11
32 H 0.74 1.63 1.87  0.12
33 H -2.39 -1.48 0.78  0.12
34 H -6.64 -1.01 1.11  0.11
35 H 5.18 1.53 -1.06  0.13
36 O -0.04 -1.01 -0.61  0.06
37 C 4.76 0.54 -0.87  -0.17
38 H 6.68 -0.26 -0.29  0.13
39 H -0.84 1.94 0.08  0.14
40 H -3.06 0.88 0.40  0.14
41 C 2.04 1.75 0.14  -0.15
42 H -4.42 1.46 -1.59  0.11
43 C -1.98 0.21 -1.34  -0.08
44 C -4.49 0.46 -1.15  -0.18
45 H 3.34 -0.84 1.79  0.13
46 H 3.99 0.33 -1.62  0.12
47 C 0.90 1.10 0.93  -0.19


| no. | energy (Ha) |
| --- | --- |
| 1 | -6387.0388 |
| 2 | -3924.7874 |
| 3 | -773.1167 |
| 4 | -848.3567 |
| 5 | -848.3631 |